Computed, not measured: C22H65AsF6O10 as an isolated structure at a distorted geometry, with the ωB97M-V functional and the def2-TZVPD basis.

Geometry as XYZ:
```
104
Properties=species:S:1:pos:R:3:forces:R:3:mulliken_charge:R:1
As 0.02579 -0.19134 0.17808 0.8911 1.2210 -0.8164 2.14
F -0.34652 -0.96776 -1.32348 -0.1932 -0.1444 0.4369 -0.74
F 0.22064 1.29486 -0.63756 -0.2642 0.1941 -0.2045 -0.52
F -1.66875 0.16906 0.45049 0.1248 -0.0912 0.0255 -0.65
F 1.70671 -0.51869 -0.06537 -0.0272 -0.3413 0.1853 -0.34
F -0.15125 -1.72128 0.99773 0.0831 0.0686 0.0520 -0.38
F 0.42540 0.61892 1.65584 -0.4377 -0.5833 0.3785 -0.38
O -0.81687 -1.98109 -3.74047 -0.1317 -0.3555 0.4416 -0.57
O 3.60243 -3.53348 2.88111 -0.3492 -0.0957 -0.0159 -0.55
O -0.70093 -0.19876 -5.90768 -0.4020 0.2351 0.2964 -0.61
O -1.18244 4.11654 2.60215 0.5133 -0.3424 -0.5611 -0.56
O -0.26257 -2.05477 4.13178 -0.2768 -0.2955 -0.6530 -0.44
O 2.34378 2.45414 2.21355 0.2012 0.0513 -0.1017 -0.58
O 4.22234 -1.16145 -1.05083 0.3281 0.0654 -0.1741 -0.62
O -1.05490 -3.70798 2.12803 -0.0911 -0.6607 -0.8386 -0.29
O -2.72243 -1.79954 1.72859 0.0893 -0.0754 0.0839 -0.45
O -3.45630 3.18022 -2.17620 0.0824 0.0696 0.1585 -0.54
C -3.38261 4.27583 1.69333 -0.6785 -0.6186 -0.8174 -1.56
C 1.38206 -2.96760 -3.79104 -0.0219 0.4011 -0.2877 -1.05
C -4.23477 0.88199 -2.37259 0.1507 -0.3741 -0.2485 -0.94
C -0.11139 -3.23072 -3.64414 0.2396 0.5633 -0.7212 0.62
C 6.15777 0.12368 -1.67962 0.0441 -0.0366 -0.0504 -1.49
C -3.65972 1.96397 -1.48169 -0.0337 -0.4360 0.0393 0.72
C -0.61476 -4.06741 -4.80057 -0.3703 -0.4671 0.0303 -1.52
C -2.21603 3.34059 1.98514 -0.4731 0.9202 1.1980 0.99
C 0.40264 1.36146 -4.46772 -0.0252 -0.0732 0.4262 -0.83
C 3.33919 -1.12487 2.74873 -0.5687 -0.0945 0.1878 -0.25
C 3.66730 -2.40797 2.00916 0.8260 0.7444 -0.1698 -0.33
C -4.11796 -1.69889 2.05350 0.4100 0.1190 0.1061 -0.04
C -1.07664 2.10498 -6.34960 -0.3570 0.6101 0.9969 -1.59
C -0.86863 1.07042 -5.24927 0.5733 -0.4116 -1.0765 1.53
C 2.99566 2.22182 3.44522 0.0105 -0.1338 -0.1488 0.59
C -0.14230 0.25919 4.94905 -0.1975 0.1823 -0.3033 -1.04
C -2.62643 2.22567 2.93402 -0.4289 -0.8321 -0.5043 -0.67
C 4.65595 0.13532 -1.50161 -0.7215 -0.0212 0.3653 0.95
C 3.37984 3.54845 4.05201 -0.3451 0.4659 -0.0908 -1.45
C -0.97330 -0.99496 4.76401 0.4005 -0.0118 1.7460 0.02
C -4.67332 -3.08689 2.23799 -0.3028 -0.0295 0.1481 -1.45
C 3.88399 0.53668 -2.75028 -0.0378 0.0535 0.1276 -1.04
H -2.83304 2.55212 3.95582 0.0193 0.2893 -0.0751 0.53
H -2.38578 -0.93629 1.42389 -0.1308 -0.2207 -0.0439 0.06
H -1.79994 1.76941 -7.08806 0.1853 -0.1251 -0.1541 0.40
H 3.84726 -1.02199 3.70885 0.1678 -0.2507 -0.0712 0.47
H -4.28717 3.43544 -2.58747 -0.0228 0.0172 -0.0076 0.34
H 4.44107 -3.99776 2.85660 -0.0200 -0.0011 -0.0408 0.33
H -3.12775 5.05020 0.97143 0.2994 0.1366 0.2479 0.37
H 3.58643 -0.24291 2.15962 -0.1102 -0.0884 -0.1969 0.05
H 0.23986 0.62954 3.99778 0.0885 -0.0017 0.0692 -0.09
H -1.49405 -2.82117 1.89180 -0.9606 0.4237 0.1537 0.71
H -0.12528 2.41963 -6.77521 -0.0368 -0.2769 -0.3465 0.35
H 0.67160 0.07344 5.65242 0.1370 -0.0699 -0.1640 0.49
H -1.20644 -1.33687 5.78414 -0.2307 -0.0365 -0.1187 0.33
H -1.76296 1.03070 -4.61987 0.0905 0.0454 0.1666 -0.63
H -5.21943 1.12913 -2.77623 -0.0621 0.0296 0.1678 0.49
H -4.30009 -3.57358 3.14211 0.0711 0.0906 0.0056 0.32
H 3.31307 -1.03418 -0.75814 0.0460 -0.1767 -0.0979 0.26
H 6.42466 -0.20402 -2.68623 0.0459 -0.0265 0.0278 0.34
H 4.66305 -2.29521 1.57186 0.0266 -0.2425 0.0459 0.45
H 4.09343 1.57505 -3.01639 0.1226 -0.0641 -0.1282 0.43
H -4.17327 3.70366 1.18903 -0.0436 0.0287 0.1740 0.27
H 1.73764 -2.16412 -3.14156 -0.0391 -0.3037 0.3767 0.11
H -1.88870 1.42116 2.98102 0.1702 0.2115 -0.0117 -0.25
H -0.57139 -3.51596 -5.74051 0.1870 0.1680 0.0953 0.32
H -2.69556 1.61879 -1.11324 0.1689 0.2784 -0.1296 -0.45
H 0.33583 2.26127 -3.85184 -0.0151 0.0601 -0.1094 0.40
H -0.83277 -0.86031 -5.20901 0.2372 -0.1847 -0.1581 0.48
H 1.96728 -3.87741 -3.65994 0.0856 0.0617 0.1072 0.43
H -4.44460 -3.72543 1.38482 0.0090 0.0967 -0.0784 0.31
H -0.74561 1.05284 5.39390 -0.0773 -0.0419 -0.0502 0.42
H -4.27991 2.09750 -0.58374 -0.1270 0.1499 -0.1286 0.09
H 4.36114 0.83997 -0.71185 0.3002 0.1015 -0.0041 0.07
H 6.56834 1.11995 -1.51449 0.0103 0.0198 -0.1178 0.36
H -1.49100 4.35603 3.48072 -0.0466 0.0234 -0.0066 0.39
H 4.05529 4.10896 3.40299 0.2958 -0.3119 0.0574 0.32
H -4.64677 -1.16417 1.26054 0.1159 -0.1238 -0.1354 0.29
H 3.81552 3.40209 5.04057 0.1125 0.1244 -0.0360 0.39
H 2.51565 4.21412 4.12490 -0.1598 -0.2691 0.2276 0.32
H 0.65667 0.53191 -3.80295 -0.1701 -0.0032 0.0420 -0.09
H -3.58156 0.68996 -3.22650 0.0521 0.1856 0.0138 0.02
H 2.34004 1.64517 4.10972 0.0383 0.1421 0.1477 -0.07
H 2.26121 -1.11229 2.94596 0.0183 0.2555 0.0392 -0.29
H -5.75862 -3.02397 2.33080 0.0171 -0.0890 0.0234 0.42
H 0.68175 -1.99625 4.31154 -0.0464 0.2552 0.1704 0.28
H 3.90378 1.61983 3.30654 -0.0149 0.0112 -0.0372 0.18
H 2.99742 -2.50810 1.15211 -0.1431 -0.2772 0.1341 0.00
H 4.11493 -0.12862 -3.58394 0.0496 0.0597 -0.0321 0.35
H -0.68067 -1.53247 -2.89545 -0.1030 0.1192 -0.3198 0.55
H 1.56000 -2.56868 -4.79464 -0.0267 -0.2332 -0.0768 0.26
H -3.54658 1.77181 2.54533 -0.0133 -0.0347 0.1325 0.24
H 1.81287 1.68690 1.96607 0.1610 0.2348 0.0636 0.11
H -1.93959 -0.82313 4.29346 0.2401 -0.0746 -0.5850 0.05
H -0.34015 -3.69396 -2.67910 -0.0099 -0.0760 -0.0236 0.27
H -1.35658 -4.03028 2.98826 0.4215 0.2755 0.3171 0.41
H 2.81162 0.48180 -2.55131 -0.0027 -0.0337 -0.0066 -0.05
H -4.20208 -1.08281 2.95424 -0.1879 -0.1697 0.0845 0.30
H 1.23380 1.44658 -5.16938 -0.0238 0.1273 -0.0252 0.35
H -0.09355 -3.60287 2.03334 0.1140 0.0427 0.4381 0.39
H -1.66089 -4.34670 -4.65704 0.0372 -0.0195 0.0642 0.37
H -1.49554 2.99960 -5.87222 0.0198 0.0286 -0.1337 0.37
H -0.03004 -4.98114 -4.92229 0.0068 0.0105 0.0695 0.40
H -3.82599 4.71263 2.58951 0.1954 0.0414 0.0957 0.40
H 6.62440 -0.55314 -0.96420 -0.0570 0.0128 0.0469 0.38
H -1.87431 2.91341 1.04399 0.4824 0.1370 0.0881 -0.17
H -4.28863 -0.07316 -1.84269 -0.1972 0.0916 0.1105 0.22
```
Positions in Å, forces in eV/Å.

Highest occupied orbital energy = -9.032 eV
DFT total energy = -121488.5305 eV
Charge = 0
Relative energy (zero: lowest compared OMol25 entry of this formula, charge and spin) = 0.0 kcal/mol
Strongest force on any atom = 1.8 eV/A
Gap between HOMO and LUMO = 8.4 eV

---

Computed, not measured: one molecule with the formula C16H20N4O4 at a distorted geometry, with the ωB97M-V functional and the def2-TZVPD basis.

Geometry as XYZ:
```
44
Properties=species:S:1:pos:R:3:forces:R:3:mulliken_charge:R:1
O 0.35607 -1.08896 2.93880 1.0360 0.5241 -1.4679 -0.67
O -1.29859 2.16659 1.28148 -0.8985 -0.5917 -1.1451 -0.58
O -0.73973 0.57173 -0.30153 -0.3312 1.5876 0.7515 -0.25
O 2.09802 4.70933 -1.22038 -0.2014 0.0274 -0.1996 -0.59
N -2.67575 -1.51887 0.22904 1.3470 -0.5590 -0.3842 0.13
N 2.70451 5.52455 0.82434 1.4881 2.6300 -2.9163 -0.50
N 0.79616 -3.67360 2.13543 1.1496 0.5675 -0.4268 -0.68
N 1.36263 -0.08295 1.10702 0.3940 -2.3156 -0.6166 -0.11
C 0.66281 -2.88135 -0.09637 0.6762 0.1542 0.5695 -1.23
C 1.29276 3.60216 0.80932 -1.4148 1.8087 -2.5717 -0.40
C 1.80064 2.20981 0.57942 -1.2732 -0.8823 0.2669 -0.76
C -3.39263 -0.82326 -2.01867 -0.3191 -1.7498 0.5238 -1.22
C -3.02080 -0.95278 -3.32607 -1.4108 2.0322 -2.1703 -0.17
C 0.83078 1.21897 1.34245 1.6951 0.5158 -0.7676 0.16
C 2.07170 4.64588 -0.01712 -0.0414 -0.7726 1.1383 0.38
C 0.96411 -1.15695 1.86536 -0.5920 -0.9210 0.5912 0.31
C 1.37749 -2.56551 1.24966 -3.1402 0.2236 1.1301 -0.07
C -0.75933 -2.50290 -0.24881 1.9417 -0.1554 0.6856 1.58
C -1.82681 -1.51856 -3.74820 1.3887 -1.5861 -2.2233 -0.76
C -2.57544 -1.55868 -1.13510 -1.6948 0.9952 0.3306 0.43
C -0.97598 -2.12612 -2.77644 0.3131 -0.1284 -2.9682 -0.24
C -0.56015 1.35650 0.77961 1.7151 0.3284 1.7999 0.09
C -1.38939 -2.24764 -1.49032 -1.4656 2.0609 1.2797 0.19
C -1.50474 -2.03545 0.75118 -2.1839 -0.6915 1.4224 -1.53
H -4.40749 -0.44500 -1.79424 0.9640 0.0428 0.2680 0.36
H 0.87979 1.48726 2.41126 -0.3586 -0.4157 -0.4710 0.37
H 2.47747 -2.40030 1.10420 -0.7559 -1.4579 0.4650 0.51
H 1.69902 2.04994 -0.49048 0.0080 -0.2886 -0.2573 0.30
H 3.15733 5.09095 1.57858 0.5081 -0.3827 1.3180 0.24
H 1.20359 -2.29615 -0.80818 0.5322 -0.2070 -1.3100 0.58
H 2.84221 1.92586 0.81034 -0.4152 0.5909 0.4264 0.41
H -1.42968 -2.17573 1.83791 0.1566 0.4286 -0.8116 0.23
H 0.01003 -2.53161 -3.02416 -0.3868 0.1249 -0.3379 0.43
H -3.71031 -0.40469 -4.05801 1.1962 -1.1250 0.7349 0.28
H -3.45259 -1.25149 0.76037 -1.0206 0.4822 0.5485 0.17
H 1.35213 -3.72623 2.95147 0.8423 -0.2647 1.0282 0.29
H 3.34911 6.18213 0.25775 -1.3307 -1.3991 1.4452 0.29
H 1.58318 -0.37795 0.11895 -0.3375 0.9419 1.5137 0.37
H -0.13847 -3.49755 2.54901 0.8541 0.5637 -0.9880 0.28
H 0.24858 3.72158 0.25017 1.8779 -0.4795 1.6478 0.18
H -1.63708 -1.63744 -4.97025 -0.1942 0.5613 3.6813 0.18
H 1.20933 3.97754 1.82739 -0.1068 -0.4418 0.0825 0.34
H 0.70120 -3.96408 -0.21242 0.8481 0.0875 -0.4383 0.45
H -1.53569 1.00104 -0.61377 -1.0590 -0.4642 -1.1773 0.24
```
Positions in Å, forces in eV/Å.

Highest occupied orbital energy = -8.051 eV
DFT total energy = -31066.1856 eV
Charge = 0
Relative energy (zero: lowest compared OMol25 entry of this formula, charge and spin) = 79.2 kcal/mol
Strongest force on any atom = 4.2 eV/A
Gap between HOMO and LUMO = 8.6 eV

---

Computed, not measured: one molecule with the formula C4H8O2 at a distorted geometry, with the ωB97M-V functional and the def2-TZVPD basis.

Geometry as XYZ:
```
14
Properties=species:S:1:pos:R:3:forces:R:3:mulliken_charge:R:1
O 0.73855 0.47705 1.18990 -2.4340 -0.9087 3.8919 -0.55
O -1.47603 1.26348 -0.25056 0.1539 0.0683 0.0699 -0.54
C 0.79653 -0.41419 0.35859 0.2153 4.6775 -0.5454 0.59
C -0.58105 -1.01183 -0.10183 0.5615 -0.1882 -0.1168 -0.54
C 2.00679 0.26573 -0.39433 0.1438 -1.5626 -1.5378 -0.98
C -1.69789 -0.01612 0.29273 0.0568 -0.4031 0.0975 -0.44
H 2.02382 1.38998 -0.31497 -0.5397 -1.4224 0.1983 0.26
H 1.77929 0.01153 -1.40382 1.0708 -0.2065 -1.4141 0.32
H 2.93891 -0.10201 0.02065 0.1988 -0.2858 -0.5382 0.32
H -0.56257 -1.12384 -1.18983 0.1035 0.0378 0.0475 0.25
H -2.65568 -0.36248 -0.11048 0.2288 -0.0788 0.0001 0.38
H -0.69582 1.59416 0.21521 -0.1702 0.1893 -0.0541 0.33
H -1.79645 0.03093 1.38665 0.0954 -0.0426 -0.2159 0.26
H -0.81839 -2.00237 0.30209 0.3152 0.1258 0.1171 0.35
```
Positions in Å, forces in eV/Å.

Highest occupied orbital energy = -9.040 eV
DFT total energy = -8370.1871 eV
Charge = 0
Relative energy (zero: lowest compared OMol25 entry of this formula, charge and spin) = 71.4 kcal/mol
Strongest force on any atom = 4.7 eV/A
Gap between HOMO and LUMO = 9.4 eV

---

Computed, not measured: a 2-piece molecular cluster, H4O2 overall at a distorted geometry, with the ωB97M-V functional and the def2-TZVPD basis.

Geometry as XYZ:
```
6
Properties=species:S:1:pos:R:3:forces:R:3:mulliken_charge:R:1
O 1.40673 -0.11836 -0.03128 1.2240 1.4457 0.3351 -0.64
O -1.29088 0.01399 -0.00179 0.2111 -2.8544 0.4301 -0.63
H -1.83318 0.76149 -0.11033 -1.4242 1.1483 -0.2074 0.30
H 0.59577 0.35655 0.23744 0.4741 -0.4664 -0.2672 0.35
H -1.84961 -0.81589 0.07657 0.9199 1.8609 -0.1762 0.30
H 2.16023 0.53279 0.06083 -1.4048 -1.1340 -0.1143 0.32
```
Positions in Å, forces in eV/Å.

Highest occupied orbital energy = -10.740 eV
DFT total energy = -4159.6829 eV
Charge = 0
Relative energy (zero: lowest compared OMol25 entry of this formula, charge and spin) = 5.9 kcal/mol
Strongest force on any atom = 2.9 eV/A
Gap between HOMO and LUMO = 11.5 eV

---

Computed, not measured: a 2-piece molecular cluster, C4H12 overall at a distorted geometry, with the ωB97M-V functional and the def2-TZVPD basis.

Geometry as XYZ:
```
16
Properties=species:S:1:pos:R:3:forces:R:3:mulliken_charge:R:1
C 2.59406 -0.86711 -0.93107 -0.5869 2.3588 0.1208 -1.07
C -2.02015 0.80248 1.13022 0.4310 -0.1718 2.3650 -0.73
C -2.31252 -0.05747 -0.07703 0.4469 -0.3364 -1.3546 -0.80
C 1.74779 0.04066 0.01474 -3.1532 -2.9282 -4.6208 -0.85
H 2.16070 -1.74131 -1.25390 -0.5631 -2.7580 0.3517 0.38
H -3.34673 -0.34772 -0.21628 -0.4115 0.0954 0.4622 0.34
H 1.42568 0.80524 -0.64725 -0.3171 1.2996 0.0004 0.28
H -1.76362 -1.00721 -0.03601 0.0498 0.2374 -0.0051 0.25
H 2.30423 0.35419 0.73175 3.5130 2.4325 4.5979 0.47
H -2.21080 0.28521 2.17970 0.3346 0.7146 -2.2727 0.21
H 3.64023 -0.82792 -0.74574 0.7832 -0.8759 0.8909 0.30
H -0.97352 1.17785 1.17647 -0.4919 -0.5535 -0.1948 0.20
H -2.59989 1.71362 1.17858 -0.4499 0.1801 -0.2063 0.32
H 2.60773 -0.40967 -1.89131 -0.1643 1.0705 -1.0145 0.32
H 0.81294 -0.32871 0.46459 0.4836 -0.6091 -0.3297 0.16
H -2.06614 0.40788 -1.07745 0.0959 -0.1561 1.2094 0.24
```
Positions in Å, forces in eV/Å.

Highest occupied orbital energy = -11.329 eV
DFT total energy = -4341.2716 eV
Charge = 0
Relative energy (zero: lowest compared OMol25 entry of this formula, charge and spin) = 29.0 kcal/mol
Strongest force on any atom = 6.3 eV/A
Gap between HOMO and LUMO = 12.5 eV

---

Computed, not measured: C2H10N2O as an isolated structure at a distorted geometry, with the ωB97M-V functional and the def2-TZVPD basis.

Geometry as XYZ:
```
15
Properties=species:S:1:pos:R:3:forces:R:3:mulliken_charge:R:1
O -1.31061 1.97192 0.57821 -0.8104 -1.4132 -1.2212 -0.69
N 1.66501 0.38560 1.01237 -1.7402 0.6269 -0.4350 -0.73
N -1.35968 -0.40289 -0.89505 2.2434 1.2802 -0.8137 -0.72
C 1.23536 -0.27134 -0.28825 0.6554 -1.6167 2.8226 -0.49
C 0.11160 -1.29303 -0.02284 0.5009 1.2288 3.3402 -0.38
H -1.88296 2.45656 -0.04670 0.4585 0.0301 0.5704 0.31
H 0.82521 0.37386 -0.95914 -1.1291 2.1892 -1.9445 0.39
H 2.26936 1.20639 0.78434 -0.8390 -0.8931 0.2406 0.25
H 2.10705 -0.71159 -0.75595 0.1423 -0.3773 0.0636 0.43
H -0.40449 -1.12105 0.91422 0.5772 -0.1368 0.3284 0.31
H -2.29840 -0.74946 -0.90211 -0.5422 -1.8760 0.8100 0.17
H -1.40176 1.02971 0.16678 0.5122 1.4920 0.6685 0.43
H -0.61414 -1.29586 -0.95365 -2.0931 0.2029 -2.9488 0.08
H 0.76276 0.77996 1.45518 1.9801 -0.4707 -0.9749 0.28
H 0.29571 -2.35877 -0.08740 0.0841 -0.2664 -0.5063 0.36
```
Positions in Å, forces in eV/Å.

Highest occupied orbital energy = -9.551 eV
DFT total energy = -7259.0077 eV
Charge = 0
Relative energy (zero: lowest compared OMol25 entry of this formula, charge and spin) = 113.4 kcal/mol
Strongest force on any atom = 3.6 eV/A
Gap between HOMO and LUMO = 9.7 eV